1.
Molecular formula: C68H154O40P6S8
Method: DFT, ωB97M-V/def2-TZVPD

```
276
Properties=species:S:1:pos:R:3:forces:R:3
H 2.18854 0.31627 -5.46092 -0.36 0.59 -0.61
H 1.24124 2.05992 11.58205 -0.13 0.36 0.75
P -3.94766 -1.77691 -7.54159 -3.45 0.26 0.73
H 7.43485 1.38546 2.68312 -0.52 -0.63 -0.58
H 1.83530 3.78107 12.08884 0.02 -0.44 0.04
H -6.85782 -3.90494 4.16242 -0.02 -1.33 -0.32
H -1.36539 -3.79355 -4.03285 -0.11 0.00 -0.15
O -3.87679 -2.60920 -6.12543 1.01 1.32 -0.50
H -4.16046 -4.65365 -0.25575 -0.88 -0.69 0.41
H -3.48670 3.15566 11.28622 0.43 0.04 0.27
C 1.20654 3.74108 7.30714 1.89 1.56 -0.21
C -3.16133 -1.46099 8.82814 -1.16 0.10 1.36
C -0.70667 2.16340 3.01130 -0.01 0.50 1.09
H -5.23591 -2.27975 -2.43549 -0.32 1.04 1.00
C -4.81383 -3.77025 -9.18897 0.12 0.50 0.75
C 3.55060 5.07727 0.32104 -0.39 -1.06 -0.59
C 0.36249 5.42578 -5.59696 0.87 2.42 0.49
H -4.27784 -4.27274 1.56554 -0.11 -0.29 -0.27
H -4.07030 1.38028 4.45200 -0.53 -0.43 -0.52
H -0.38710 -4.60171 3.52258 0.04 -0.02 0.07
C 5.03741 -2.40320 -2.84333 0.24 -0.44 0.36
H 8.77467 -1.45824 2.94831 0.45 0.75 0.10
H 3.13945 5.38813 -0.63938 -0.56 -0.27 0.13
H -4.52121 7.00845 3.54448 0.17 -0.09 -0.77
O -0.14173 6.04778 3.35791 1.57 -0.95 -0.86
C 0.86894 -1.83951 4.39530 2.28 0.07 1.45
H 2.41890 3.20938 -7.14888 0.64 -1.09 -0.14
O -3.67729 -0.60930 7.77663 -1.56 -0.65 -1.03
H 0.29996 2.50065 2.76420 0.15 -0.39 0.16
H 6.77393 4.89516 -7.75823 0.17 -1.08 0.27
O 1.19133 -0.12280 1.24051 -3.99 1.11 -1.45
H -4.24218 3.11139 8.99087 -0.21 -0.69 -0.44
H 7.21830 5.07050 0.93540 -0.36 0.13 0.60
H -4.11042 -7.86208 -3.24397 -0.01 -0.11 0.03
P 0.11937 0.61759 0.18443 0.78 0.71 1.49
C 7.89248 0.54225 3.20049 -0.15 0.93 2.20
H -5.45127 -4.81428 -2.45817 0.28 0.38 0.39
H -2.75125 -2.67884 -3.75301 0.21 0.00 0.51
H 5.01907 -5.45441 -4.38496 0.40 -0.20 0.51
H 2.41970 -1.65577 1.49123 0.65 0.60 0.79
O -8.31010 -2.92121 -5.28453 -0.07 -0.17 2.03
C -3.33980 2.55264 9.23909 -2.23 -1.83 2.13
C 0.77550 5.02317 -4.17310 0.11 -2.04 -0.06
O -4.62201 -0.36943 -6.91327 0.17 -2.99 -2.87
H 8.39701 6.51600 -6.79437 0.30 -0.14 -0.31
H -4.20665 1.63008 10.97709 -0.21 -0.09 -0.26
H -0.95695 4.49220 -7.20813 -0.09 0.41 0.34
C -6.22355 -2.71866 -2.29402 1.61 -2.14 -0.63
H 5.76366 1.74449 -1.96031 0.16 0.19 0.26
O -5.14647 -2.58637 -8.41650 1.38 2.46 2.03
H -1.15184 5.27154 -3.52156 -0.66 -0.15 0.16
O 0.71522 1.92265 -0.25200 -0.84 -1.35 -0.26
H 1.54695 4.25325 -4.15953 0.22 -0.19 -0.38
H -2.72714 0.53957 -0.83343 0.49 -0.25 0.30
H 5.26738 0.96032 -3.40048 0.11 0.42 -0.43
H -2.73480 -1.16426 -1.40668 -0.13 0.03 0.40
H 2.36808 -7.92956 0.31110 0.07 -0.62 0.49
H 5.06873 -2.91781 -4.93737 0.31 -0.15 -0.01
H -1.84849 -3.63810 3.69255 0.15 0.50 -0.34
C 6.28291 4.65800 0.55729 0.43 -2.20 0.13
H -0.71439 0.89559 -2.36108 0.23 0.05 -0.05
C 5.03065 3.15387 -3.47248 -0.25 -2.27 -0.43
H 1.68060 4.57571 7.82362 0.87 -0.13 -0.20
H -3.21220 -3.51212 0.36227 0.53 0.25 0.62
H -5.12211 -5.34866 -7.64383 -0.07 0.65 0.31
H 0.40301 3.57246 -6.55018 -0.13 -0.12 -0.26
P -0.91603 2.76614 8.44708 -0.95 0.64 -1.07
H 2.13623 2.98972 10.47776 1.01 0.02 0.49
O -2.30857 3.40175 8.99219 3.81 1.36 -2.65
O -2.71150 3.47209 -4.94681 1.09 -0.05 -0.35
H -2.72465 8.47503 3.49922 0.66 0.31 -0.08
H 3.02355 -1.03066 -5.19188 -0.15 -1.17 -0.24
H 3.99567 -0.00648 1.06868 0.25 0.11 0.24
H -5.63718 0.17985 -4.66125 0.54 -0.57 -0.42
H -5.24321 -5.80101 -9.25708 0.02 -0.16 -0.34
H -5.20243 -3.64971 -10.20018 0.18 0.43 0.04
O -1.95689 -8.18572 -1.60621 1.45 -0.63 3.54
O -2.72642 -1.60813 -8.31317 0.76 -0.06 0.17
H -2.80217 -1.26365 5.34488 -0.97 -0.99 -0.12
H 1.17835 5.90478 -6.13827 0.75 -1.09 -0.44
H -1.66858 -5.05705 1.29501 -0.09 -0.09 0.91
H 6.72807 -1.79996 5.41087 0.34 0.02 -0.17
H -0.49864 -1.69118 2.77561 -0.42 -0.21 -0.06
S 6.85367 0.45749 4.80130 1.40 -1.27 0.77
C -0.76698 -3.62673 3.82784 0.84 -0.13 0.14
H -1.56881 5.12636 5.36268 0.31 0.00 -0.29
H -1.25460 2.94034 1.15062 -0.83 0.10 -0.24
C 5.00807 1.79132 -2.74452 -0.17 0.11 1.10
C -0.34846 4.32739 -6.31893 -0.34 -1.17 0.61
H 3.24758 4.53093 -6.55558 0.62 0.06 0.36
C -1.55580 2.09698 1.77202 1.33 0.67 1.19
H -2.57229 -4.00032 -6.46033 0.83 -0.42 0.25
H -1.72093 -8.41111 -3.64648 0.13 -0.44 0.44
C 6.24542 -1.26517 4.59285 1.01 -0.06 -0.28
C -3.25513 -0.75232 4.49549 0.64 1.26 0.04
O 4.45057 2.78919 -4.77190 1.68 0.82 -2.28
H 1.81587 4.57611 -8.57605 -0.07 -0.41 -0.87
H 3.89594 0.16702 -7.57600 -0.28 0.26 0.39
H 0.42851 4.54905 9.93483 0.25 -0.08 0.21
C 2.14243 -0.95294 0.70558 2.73 -2.05 -0.39
H 3.98028 -0.58272 -0.53768 -0.49 0.03 -0.26
H -0.43931 -0.54928 -7.97839 -0.59 -0.39 0.83
H -3.77182 -2.42797 10.68401 0.95 0.34 0.27
H 7.87091 -0.83749 1.58320 0.15 -0.08 -0.06
H -3.83831 -1.28689 3.74567 -0.17 -0.31 0.67
H -3.51990 5.52586 3.19237 -0.05 0.33 -0.76
H 3.00503 5.42080 1.19993 0.36 0.61 -0.12
C -4.99863 0.97307 -5.05002 0.42 1.17 -0.35
H -1.26720 -6.86687 -2.95807 0.31 -0.03 -0.16
H 1.76472 -2.46053 4.39835 0.21 -0.41 0.74
O 4.54087 -3.13552 -0.22362 -0.02 -0.49 -1.02
H 6.55082 4.10689 -0.34416 -0.13 0.59 -0.51
H 1.26923 4.71015 5.24275 0.25 0.30 0.46
H 5.18371 -1.36995 4.81624 -0.06 0.49 -0.45
O 0.37220 -4.56845 6.10561 -0.85 0.70 -0.64
C 7.91609 -0.84609 2.67223 -0.95 -1.82 -0.68
S 4.05655 -3.34319 -1.58267 -0.98 1.46 -0.63
H 3.77570 -5.75951 -2.09462 -0.20 0.38 0.18
H -3.43696 1.34128 -6.70701 -0.33 0.04 0.06
C 3.33403 -0.12361 0.21042 0.70 -0.07 1.05
O -9.52606 -3.75397 -3.22368 1.71 1.21 -0.25
C 1.67920 -7.32015 0.89605 1.31 0.22 -1.49
H -2.09622 7.59803 2.06976 -0.15 -0.29 0.11
H -3.76427 7.13710 5.66181 0.16 -0.01 0.26
S -0.83361 7.03393 4.10887 -3.37 3.20 1.50
H 7.00924 -2.78255 3.22670 -0.34 0.12 -0.42
C 6.70429 -1.73783 3.16601 -0.51 1.67 1.16
C 2.90522 4.60507 -8.60024 0.02 0.66 -0.34
O -1.26505 -8.13367 0.94385 -0.06 0.67 -1.98
H -1.67134 -2.56096 -6.08497 -0.60 0.81 -0.25
H 1.38829 -0.88627 4.29678 -0.83 0.52 -0.76
S 1.70717 -0.24423 -8.56245 0.61 0.24 2.39
C 1.46170 3.09655 11.32729 -0.15 0.63 -2.19
H -6.27092 -4.45605 5.79474 -0.19 -0.29 -0.27
H 0.86497 -2.72714 2.53815 -0.48 -0.60 -0.16
H -3.08554 -4.37502 -4.07652 0.33 -0.05 0.12
O -0.15478 2.56178 9.75853 1.13 -0.51 0.96
H -7.53239 -5.41216 -3.05026 -0.28 0.56 0.77
H 0.73313 -5.63595 0.64773 -0.30 1.49 -0.87
O -0.19679 8.24472 4.69221 -0.74 -2.58 -1.21
H -7.96251 -1.43665 -2.28899 -0.18 -0.05 -0.31
H 3.04137 0.90061 -0.02070 -0.27 -0.24 -0.55
H -6.92116 -1.95586 5.26462 -0.07 -0.38 0.59
P -1.27363 -7.41107 -0.35563 1.05 0.17 -0.08
O 1.61984 -1.26824 -9.54126 -0.21 -1.34 -0.16
H -3.72519 -3.82307 -9.20273 -0.01 -0.40 -0.29
O 1.75912 1.08175 -9.04016 0.25 2.57 -0.73
S -8.27672 -3.30669 -3.85773 -1.71 -0.77 -2.94
H -5.72078 1.70159 -5.41861 0.11 -0.01 -0.60
H 0.86858 -7.91269 1.32019 -0.02 0.20 -0.47
C 6.72838 5.18824 -6.70936 1.23 0.76 1.13
O -2.10196 -6.04245 -0.30427 0.15 -1.73 -2.37
S -1.26298 3.39710 -4.97127 1.96 -0.67 1.10
O -0.55186 2.09535 -4.89770 -1.41 1.29 -0.25
C -2.34252 7.52372 3.12896 -1.32 -0.92 1.25
O -0.11966 4.00329 7.74699 -2.33 -1.33 -0.32
O 7.66801 0.45427 6.01455 -0.50 0.24 -1.42
C -7.32918 -1.97496 -2.99413 -0.11 -0.77 0.48
H 3.38187 4.25598 -9.51623 -0.53 -0.18 -0.04
H -3.02104 0.91916 5.66855 -0.38 0.09 1.07
P -5.14385 -0.77124 7.09399 0.13 -0.75 -1.06
H 6.38137 -3.71287 -3.98039 0.35 0.84 -0.18
C -3.33773 -7.09329 -3.23946 -0.13 -0.67 -0.23
O 2.65928 -2.97776 -1.84695 1.03 -0.92 0.22
C -3.54310 6.53201 3.61097 1.32 0.07 0.64
C 3.28913 3.82256 -7.38297 -1.33 0.96 1.44
H -0.10102 6.40495 -5.47662 -1.56 -0.32 0.05
H 2.55148 3.47847 5.60465 0.08 0.28 0.21
O 6.27863 4.21891 -5.70284 -1.56 0.09 -2.02
S -0.58574 -3.57044 5.63221 -1.44 -0.21 1.83
H 5.83505 -1.53060 2.54185 0.14 -0.63 -0.37
C -2.39747 -3.55762 -4.29217 -1.36 1.02 -1.79
H -2.93855 -6.29938 1.61128 0.34 -0.42 -0.36
C -3.65538 -4.45281 0.68906 1.57 -0.60 -1.06
H 8.87798 0.94557 3.43335 0.06 -0.33 0.46
C -0.98259 -0.11639 -2.05768 -1.58 1.06 -0.87
C -0.51920 4.38647 -3.58877 -0.73 1.69 -0.90
H 7.95199 6.17863 -5.20060 -0.14 -0.44 0.24
H -4.61308 1.48881 -4.17055 0.61 -0.08 -0.05
C -3.89383 0.54265 -6.12258 -1.65 -0.16 2.55
O -1.96481 -3.53311 6.19809 2.48 -0.09 -0.84
C 1.19738 -6.22042 -0.14660 -1.06 -1.83 4.56
H 5.43873 -5.24430 -1.86320 0.08 0.13 0.40
H -2.58559 2.03444 2.12375 -0.20 0.03 -0.91
H -3.22246 -6.75643 -4.26968 -0.28 0.34 -0.01
H -5.75061 -2.17169 4.05400 1.44 1.49 0.38
C -6.01567 -3.97416 4.85096 -0.98 1.89 1.28
H 2.01070 -5.70063 -0.65300 -0.61 -0.27 -0.46
H 0.29675 0.56891 -6.69509 -0.18 0.76 -1.11
C -3.87786 0.53616 5.11422 1.45 -0.52 -0.84
C 8.07952 5.68526 -6.16415 -0.42 0.51 -0.70
C 0.98631 -1.27858 -6.22472 -0.43 -0.37 -1.08
C -5.85792 -4.02625 -3.09200 -0.20 -0.83 -0.40
H -3.91072 5.39922 5.46916 0.29 -0.05 -0.01
H 4.05014 3.03278 -0.42230 0.38 0.42 -0.20
H -2.31656 -0.53055 3.98755 0.03 0.84 -0.48
H 6.10008 6.07657 -6.77418 -0.65 -0.19 0.59
H 1.23206 5.85116 -3.63080 -0.65 0.17 0.18
H 3.57863 -4.66906 -4.02921 -0.19 0.70 -0.75
H -6.57927 -4.93902 -8.62079 0.08 0.43 0.27
H 0.89021 -2.00246 6.64450 0.31 -0.12 -0.35
C -4.11609 -1.61843 10.04041 0.12 -0.19 0.19
O 6.48646 1.80254 -6.26656 -1.48 -0.04 -0.24
C -2.48666 -0.13281 -1.65694 0.21 -0.62 -0.25
C 0.09516 -2.46407 3.26361 -1.09 0.97 -0.44
H 0.89301 3.04274 5.33888 0.00 -0.25 -0.21
C 3.08190 -0.53113 -7.38097 -1.20 -0.89 0.70
C -1.98164 -7.68593 -2.87561 -0.41 2.27 -2.12
C -3.34916 2.24484 10.70346 -0.97 0.36 1.69
H -5.13719 -1.99336 9.97068 -0.17 0.54 -1.18
C -3.34149 6.27238 5.15032 -0.57 1.51 -1.76
H -0.60779 3.87649 -2.62952 0.61 -0.35 -0.28
H -2.48915 1.66015 11.02999 0.28 0.32 -0.08
O 0.18783 -6.82917 -0.92976 -1.85 -1.14 -1.14
P 5.46603 2.85515 -6.13006 0.49 1.26 1.79
H 5.91925 -2.07388 -2.29376 -0.04 0.29 -0.24
C 0.23782 -1.93184 5.77416 -1.25 -1.24 -0.03
C -7.10074 -4.66629 -3.71768 0.18 -0.24 1.14
H 8.85828 4.92377 -6.12205 -0.18 0.01 -0.01
O 5.56361 6.26808 -1.35326 -1.20 -0.01 1.92
H 1.92979 -1.78352 0.03251 -1.34 0.90 -1.04
H 3.39347 3.09247 1.18022 -0.76 0.25 -0.19
O 5.78935 1.41149 4.69103 -0.59 0.60 -0.39
H -0.69956 -0.77341 -2.88006 -0.43 -0.09 0.02
H -0.51721 3.85656 11.29422 -0.41 0.33 -0.33
C -2.56281 -3.12506 -5.81077 0.46 -2.47 0.62
H -6.98089 -5.35918 -4.55054 0.14 1.15 -0.93
H -1.60898 6.56287 6.32455 0.35 0.08 -0.05
H -2.34907 -0.84144 9.20825 0.40 -0.49 -0.21
H 1.66480 2.82569 7.68152 -0.55 -0.21 0.24
H 0.43843 -1.34368 -5.28467 -0.44 0.09 -0.29
C -2.53549 -5.58316 0.89527 -1.68 3.62 2.33
C 5.35007 3.66843 1.29712 -0.83 0.03 -0.20
H -1.09362 2.85074 3.76358 -0.14 0.46 -0.21
O 4.51773 3.11328 -7.41596 1.08 -0.58 1.29
H 4.42897 3.99267 -3.12248 -0.11 -0.29 0.41
H 3.06673 5.67926 -8.51015 0.73 0.02 0.07
H 4.46771 -1.59756 -3.30644 -0.21 0.19 0.93
C 2.33589 -0.64850 -5.94632 1.80 1.00 -1.31
H -5.05967 -3.78450 -3.79374 -0.46 -0.07 -0.41
O -5.03265 -2.22429 6.24937 -0.81 2.30 -0.32
H -3.13299 0.05126 -5.51614 0.40 -0.22 -0.30
C 4.48185 -4.95428 -2.29722 1.17 -0.52 1.02
O 5.28121 7.05016 1.09022 -0.35 -0.06 -0.39
H 2.21490 -6.89904 1.74681 0.19 0.30 -0.19
H 4.07751 1.48197 -2.26863 -0.33 0.34 -0.16
C -5.95342 -2.42750 5.09397 0.46 -2.15 0.76
O -0.17285 -0.54283 -0.97789 0.67 1.92 3.38
H -5.09610 -4.40720 4.45730 -0.14 0.31 -0.18
H -3.24022 0.16500 -2.38602 0.58 0.01 -0.77
H -0.74831 1.21594 3.54859 0.44 -0.24 -0.27
H -0.55318 -1.24179 6.06785 -0.02 0.32 -0.54
H -2.83831 -2.45041 8.50440 0.08 0.33 -0.66
H -4.12706 -0.66189 10.56292 -0.21 -0.24 0.29
H -3.68167 -6.30026 -2.57545 0.33 0.09 -0.07
H -3.26179 1.50596 8.94501 0.00 0.49 -2.01
H 6.08254 3.43604 -3.42769 -0.09 0.36 -0.98
O -0.97246 1.51573 7.68676 -0.30 0.29 -0.28
C 4.04193 3.63078 0.48897 -0.08 0.56 0.62
C 4.63170 -4.65917 -3.74807 -2.43 -0.95 -1.13
C 1.52820 3.80441 5.79109 -1.54 -0.84 0.36
O -1.19487 0.89518 1.13582 1.21 -2.75 -2.57
C 5.34830 -3.36523 -3.98357 0.54 -0.38 0.22
H 5.09552 3.86483 2.33862 0.39 0.46 -0.01
C -5.48995 -4.96929 -8.59718 0.21 -1.37 -0.38
O -5.07196 0.31273 5.85339 0.06 -0.64 1.71
H 5.62476 2.61413 1.26389 1.15 0.17 0.04
S 5.20228 6.05203 0.04937 1.72 0.23 -1.11
H -6.90580 -1.32292 -3.75813 -0.45 -0.15 -0.12
C -1.87132 6.17331 5.34091 1.45 -0.72 2.01
C 0.39903 -0.31719 -7.32156 0.61 -0.74 0.80
H 1.01704 -2.25430 -6.70962 0.43 -0.38 0.47
C 0.25661 3.66618 10.55055 -0.06 -0.61 2.26
O -6.33034 -0.61440 7.98126 1.68 -0.14 -1.49
H -6.40016 -3.09473 -1.28631 -0.25 0.84 0.16
H 3.43843 -1.52775 -7.64121 0.11 -0.07 0.08
```
Forces are in eV/Å.

total charge: +1
2S+1: 2
lowest unoccupied orbital energy (spin up / spin down): -3.2 / -9.4 eV
electronic energy: -297320.038 eV
frontier orbital gap (spin up / spin down): 8.1 / 1.9 eV

Atomic partial charges in e from the Mulliken method, atoms 1 to 99: -0.0855 0.3047 0.2498 -0.1487 0.3849 0.4381 0.6147 0.2954 -0.0456 0.3191 -0.3213 -0.3640 -0.3264 -0.3703 -0.1941 -0.4510 -1.0515 0.4326 0.4321 0.5489 -0.0710 0.3376 0.3034 0.4369 -0.3934 -0.9703 -0.3398 0.5096 0.2131 0.4272 0.4547 0.4743 0.5306 0.4402 -0.2789 -0.2343 0.1413 -0.0213 0.5049 0.3813 -0.6378 0.3989 0.1869 -0.3291 0.4316 0.4727 0.4756 -0.1165 0.4912 -0.3597 0.3900 -0.6166 -0.3335 0.2771 0.4921 0.0417 0.3477 0.2183 0.2658 -0.4672 0.1530 -0.0951 0.2867 0.0409 0.1859 -0.4868 0.7361 0.2791 -0.5608 -0.7693 0.3229 -0.4366 0.0748 -0.2624 0.4050 0.3359 -0.3405 -0.6509 -0.0280 0.3690 0.1337 0.3679 -0.5680 1.0631 -0.8122 -0.1963 0.2594 -1.0927 0.2065 0.1707 -0.7957 0.4397 0.4465 -0.7028 0.1840 0.0346 0.3374 0.4510 0.3107

2.
Molecular formula: C5H10N2
Method: DFT, ωB97M-V/def2-TZVPD

```
17
Properties=species:S:1:pos:R:3:forces:R:3
H -2.06936 1.17040 -1.04134 -0.05 -0.14 -0.03
C 0.63189 -0.79944 1.03671 -0.41 -0.81 -0.40
H -3.37830 0.08725 -0.86383 0.11 0.00 0.02
H 0.31483 -2.65458 0.05950 -0.07 -0.05 -0.04
H 1.96429 -2.47260 0.74008 0.00 -0.06 -0.05
H 1.67042 0.95998 -1.07062 -0.47 0.07 -0.55
N -2.40633 0.27645 -0.68425 0.41 0.15 0.20
H 0.12143 1.62622 -1.63190 0.70 -0.48 -0.06
H -0.59518 1.98516 0.52203 0.09 0.39 -0.13
N 0.80948 1.46240 -0.90815 -0.28 0.34 0.81
C -0.56220 -0.20624 0.75515 2.40 1.55 0.16
C 1.13821 -1.95989 0.24571 -0.01 -0.18 0.33
H 1.27130 -0.43157 1.83343 0.04 0.33 -0.23
H 1.03520 1.67886 1.16376 -0.14 -0.29 0.01
H 1.48319 -1.63284 -0.74419 -0.02 0.06 0.08
C 0.30893 1.39641 0.40417 -1.24 -0.47 0.33
C -1.73780 -0.48597 0.18373 -1.06 -0.42 -0.44
```
Forces are in eV/Å.

total charge: 0
lowest unoccupied orbital energy: 0.6 eV
electronic energy: -8322.580 eV
frontier orbital gap: 7.6 eV

The Mulliken scheme yields these atomic charges, measured in e: 0.1374 -0.3842 0.2382 0.3261 0.3384 0.2037 -0.1516 0.2187 0.3498 -0.3477 1.0636 -1.0204 0.3727 0.4252 0.2187 -0.8791 -1.1097